Entry from OMol25: C42H53InN8O4S4 as an isolated structure (wB97M-V/def2-TZVPD).

Summary:
- orbital gap (eV) = 4.98
- charge = -2
- strongest force on any atom (eV/Å) = 0.38
- ΔE to the lowest compared entry with this formula, charge and spin (kcal/mol) = 0.0

The geometry in XYZ format:
```
112
C42H53InN8O4S4 wB97M-V/def2-TZVPD
In 0.38530 -1.06733 -2.13665
O -2.90231 -1.14325 -4.02923
C -1.83195 -1.69909 -4.30061
O -0.65768 -1.18680 -4.18270
C -1.87728 -3.07813 -4.91689
C -2.48616 -3.20282 -6.16000
C -2.54596 -4.42021 -6.82317
C -1.99127 -5.53711 -6.20696
C -1.40607 -5.42601 -4.95773
C -1.33359 -4.20443 -4.26441
S -0.62349 -4.14699 -2.66062
H -2.92242 -2.31559 -6.60635
H -3.01405 -4.49603 -7.79815
H -2.01719 -6.50338 -6.70132
H -0.98550 -6.30028 -4.47437
N 2.28812 -2.27402 -4.94568
N 3.17418 -1.23397 -4.49148
H 1.31752 -1.96232 -4.92907
H 2.34263 -3.02549 -4.26862
H 2.70039 -0.61835 -3.83065
H 3.39232 -0.66246 -5.29853
C -4.24868 0.06044 1.24018
C -4.50891 -0.45834 -0.17183
N -3.97582 0.40473 -1.20754
C -4.92831 1.06827 -2.07747
C -5.49375 2.35268 -1.48169
C -2.62726 0.42164 -1.46912
C -2.11680 1.44127 -2.44301
N -1.77467 -0.36485 -0.90975
H -4.53374 -0.67480 1.99484
H -4.81117 0.97847 1.41988
H -3.19194 0.28099 1.39071
H -5.58461 -0.53348 -0.34348
H -4.11521 -1.47526 -0.29304
H -5.74105 0.36453 -2.28301
H -4.45654 1.25900 -3.03757
H -6.06252 2.14751 -0.57139
H -6.15906 2.85011 -2.19167
H -4.68631 3.03979 -1.22384
H -2.67861 2.37608 -2.39503
H -2.17551 1.01868 -3.44558
H -1.07236 1.64972 -2.20169
H -2.18763 -1.00592 -0.24144
C -1.44011 -0.53815 7.17647
C -0.15485 -0.56024 6.35655
N -0.08779 -1.60389 5.33821
C 0.49515 -2.89041 5.69628
C -0.48187 -3.85369 6.36208
C -0.79660 -1.38211 4.19190
O -1.53759 -0.41278 4.08578
C -0.61734 -2.30662 3.02990
C -1.73001 -2.69259 2.28723
C -1.53803 -3.41714 1.12640
C -0.23493 -3.69289 0.72319
N 0.83965 -3.31786 1.41590
C 0.63989 -2.64300 2.54284
H -1.39868 0.27670 7.90251
H -1.58912 -1.46797 7.72582
H -2.29499 -0.37420 6.52303
H 0.71247 -0.69308 7.00732
H -0.04228 0.39644 5.84683
H 1.34261 -2.68877 6.35520
H 0.90220 -3.36251 4.80772
H -0.82306 -3.48840 7.33035
H -0.00377 -4.82320 6.51538
H -1.35486 -4.00499 5.72493
H -2.71939 -2.40036 2.61837
H -2.35792 -3.73084 0.49341
H -0.06742 -4.21325 -0.21366
H 1.53438 -2.30640 3.05897
O 0.95468 1.57705 -1.80228
C 1.82497 2.59405 -1.60759
C 3.27924 2.09111 -1.50109
C 3.91037 1.44579 -0.46611
C 5.19716 0.93836 -0.82816
C 5.51534 1.19808 -2.12100
S 4.26666 2.04857 -2.91405
C 1.45267 3.43531 -0.37479
C 0.19462 3.56106 0.13128
C 0.12100 4.46732 1.22606
C 1.32658 5.02790 1.52219
S 2.55055 4.45153 0.46974
C 1.73721 3.55812 -2.80668
C 2.33354 4.75304 -3.09023
C 1.94064 5.27408 -4.35284
C 1.05329 4.45470 -4.98960
S 0.69545 3.05819 -4.06800
H 2.35902 0.91244 0.83693
H 5.81792 0.36653 -0.15296
H 6.40636 0.90354 -2.65182
H -0.63253 2.99227 -0.27083
H -0.78542 4.67690 1.77842
H 1.56446 5.71730 2.31679
H 3.03088 5.23652 -2.41919
H 2.30210 6.20762 -4.76496
H 0.59935 4.60539 -5.95688
N 3.34311 1.19021 0.79300
C 3.90805 1.54101 1.99131
C 5.12704 2.22504 2.11069
C 5.63629 2.53987 3.36232
C 4.96133 2.20213 4.52641
C 3.73971 1.54172 4.40994
C 3.21830 1.21473 3.17522
H 5.66098 2.52937 1.22251
H 6.57908 3.07323 3.42029
H 5.36725 2.45445 5.49786
H 3.17902 1.28059 5.30140
H 2.25779 0.72062 3.08406
N 0.49202 0.43603 1.08594
H 0.29010 0.90572 0.20002
H -0.28039 0.63754 1.71517
H 0.43339 -0.55004 0.85835
```

Mulliken atomic charge list, values in e, 99 entries: In 0.818; O -0.674; C 0.166; O -0.444; C -0.081; C -0.329; C -0.583; C -0.435; C -0.809; C 0.492; S -0.472; H 0.343; H 0.340; H 0.312; H 0.361; N -0.664; N -0.406; H 0.372; H 0.320; H 0.165; H 0.209; C -0.693; C -0.989; N 0.674; C -0.915; C -1.191; C 0.649; C 0.105; N 0.761; H 0.318; H 0.393; H 0.053; H 0.437; H 0.308; H 0.567; H 0.375; H 0.287; H 0.420; H 0.257; H 0.453; H 0.348; H -1.407; H -0.793; C -1.152; C -0.706; N 0.463; C -0.620; C -1.216; C 0.329; O -0.706; C 0.402; C 0.012; C -0.547; C -0.456; N -0.611; C -0.382; H 0.402; H 0.220; H 0.281; H 0.469; H 0.334; H 0.450; H 0.372; H 0.304; H 0.426; H 0.234; H 0.494; H 0.336; H 0.462; H 0.438; O -0.658; C 1.964; C -0.184; C -0.267; C -0.568; C -0.424; S -0.148; C -0.246; C -0.024; C -0.901; C -0.643; S -0.008; C -0.999; C -0.353; C -0.708; C -0.657; S 0.040; H 0.106; H 0.519; H 0.392; H 0.351; H 0.388; H 0.465; H 0.488; H 0.377; H 0.422; N 0.406; C 0.469; C -0.435

Entry from OMol25: C31H53FN2O44S13 as an isolated structure (wB97M-V/def2-TZVPD).

Summary:
- orbital gap (eV) = 7.60
- strongest force on any atom (eV/Å) = 3.90

The geometry in XYZ format:
```
144
C31H53FN2O44S13 wB97M-V/def2-TZVPD
C -0.40460 -1.44904 0.42613
C -1.15955 -2.83926 0.56202
C -2.29142 -3.01567 -0.55100
F -2.38604 -4.34434 -1.03147
C -3.65594 -2.63931 0.17191
C -4.19732 -3.64368 1.06686
C -5.48130 -3.35997 1.84952
C -6.13436 -2.08171 1.68246
S -7.65833 -1.75106 2.69815
C -5.55715 -1.04862 0.71172
N -5.97876 0.23923 0.39781
S -4.90849 0.95042 -0.69195
N -3.79687 -0.27641 -0.92292
C -4.26167 -1.29978 -0.09226
H -1.21842 -0.66805 0.33215
H 0.20318 -1.25270 1.34591
H 0.19331 -1.39318 -0.52550
H -1.66857 -2.83563 1.57261
H -0.45347 -3.71896 0.59298
H -2.18496 -2.28537 -1.39466
H -3.65036 -4.61419 1.17779
H -5.82442 -4.16386 2.54524
H -7.20068 -1.11024 3.83615
C 3.52121 -0.14970 -4.08034
C 2.51926 0.96335 -3.86187
O 1.73399 0.53189 -2.74126
S 2.66448 -0.33747 -1.75056
O 3.11984 0.50832 -0.70038
O 2.01458 -1.58543 -1.50343
O 3.88721 -0.58992 -2.76457
H 3.06851 -0.99193 -4.60697
H 4.39802 0.18688 -4.62564
H 1.88982 1.13273 -4.73333
H 3.01657 1.89706 -3.58759
C -2.31394 -5.26970 5.14062
C -2.68424 -4.67306 6.48385
O -2.86363 -3.27434 6.22674
S -3.43257 -3.08282 4.72889
O -4.84786 -2.93245 4.80245
O -2.59475 -2.15787 4.04265
O -3.11538 -4.56824 4.18365
H -1.26588 -5.08905 4.90332
H -2.51593 -6.33935 5.09581
H -1.92003 -4.82993 7.23346
H -3.63540 -5.07550 6.84482
C 1.75183 -3.69080 -7.17510
C 3.01929 -4.51309 -7.27700
O 3.96008 -3.65994 -7.94774
S 3.66139 -2.12795 -7.54550
O 4.55357 -1.76148 -6.49220
O 3.52142 -1.36579 -8.73744
O 2.19422 -2.35719 -6.90399
H 1.20563 -3.68258 -8.12189
H 1.09496 -4.04368 -6.38256
H 2.87368 -5.43612 -7.83468
H 3.41640 -4.74396 -6.29405
C 5.58124 4.73546 -3.27156
C 6.90907 4.88968 -3.98463
O 6.92612 3.84061 -4.95824
S 5.41781 3.56394 -5.46546
O 5.21674 4.26483 -6.68594
O 5.14660 2.17201 -5.32464
O 4.64767 4.36119 -4.29199
H 5.61977 3.92816 -2.53339
H 5.26509 5.65509 -2.78421
H 7.75766 4.80113 -3.30854
H 6.96536 5.84401 -4.51373
C 0.39153 -1.97044 8.61212
C 1.64181 -2.67592 9.10237
O 1.67708 -3.90619 8.37400
S 1.03338 -3.67284 6.91176
O 2.08792 -3.45757 5.98359
O 0.01780 -4.65442 6.70677
O 0.32719 -2.25465 7.21259
H -0.50517 -2.37953 9.08473
H 0.43042 -0.89554 8.78096
H 1.62050 -2.86371 10.17426
H 2.54148 -2.10812 8.85118
C -8.78571 -2.20812 -0.98720
C -8.22849 -1.01192 -1.64373
O -8.57685 -1.13972 -3.02643
S -9.99865 -1.90560 -3.13580
O -11.02867 -0.93587 -3.28999
O -9.84434 -3.00882 -4.01995
O -10.04747 -2.45598 -1.61372
H -8.14582 -3.07905 -1.15556
H -8.91281 -2.04542 0.07600
H -7.15117 -0.95487 -1.50974
H -8.69069 -0.09706 -1.26290
C 0.81901 -4.43967 -2.50672
C 2.03949 -5.17679 -1.99274
O 2.03878 -6.42489 -2.69775
S 1.41520 -6.20128 -4.16806
O 2.49024 -6.03775 -5.09594
O 0.37352 -7.14728 -4.36592
O 0.75739 -4.75188 -3.90447
H -0.09573 -4.80780 -2.03463
H 0.89494 -3.36449 -2.35859
H 2.00353 -5.34203 -0.91772
H 2.95986 -4.64467 -2.24758
C -5.05793 4.64879 1.46137
C -4.09395 3.51048 1.73825
O -3.00828 4.11154 2.44667
S -3.57229 5.33371 3.34194
O -3.76957 4.86390 4.67043
O -2.81091 6.49690 3.04409
O -5.01982 5.46457 2.63372
H -4.72354 5.25334 0.61416
H -6.07140 4.29550 1.27564
H -3.74074 3.03393 0.82672
H -4.54772 2.75803 2.38936
C -7.81231 -7.37925 3.15330
C -6.45811 -7.60388 2.50683
O -5.50785 -7.21757 3.50312
S -6.11126 -7.54765 4.96742
O -5.58431 -8.79804 5.39569
O -6.03494 -6.36764 5.75861
O -7.64560 -7.77326 4.51772
H -8.08959 -6.32189 3.13523
H -8.59768 -7.96698 2.68062
H -6.32645 -7.01495 1.60043
H -6.29869 -8.66109 2.27901
C 7.94583 6.50428 0.31369
C 9.08199 7.15669 -0.44965
O 8.50287 7.55589 -1.69638
S 6.95449 7.94686 -1.45970
O 6.86252 9.35995 -1.32311
O 6.15895 7.21026 -2.38705
O 6.78935 7.28700 0.00243
H 7.76978 5.48291 -0.03376
H 8.12177 6.49497 1.38801
H 9.91751 6.47854 -0.61264
H 9.43825 8.05509 0.06090
C 7.14581 13.28095 -1.31027
C 8.12074 12.15392 -1.02925
O 9.23066 12.78076 -0.37969
S 8.69510 14.03149 0.49268
O 8.54635 13.60605 1.84285
O 9.44262 15.18504 0.12940
O 7.22357 14.13639 -0.16746
H 7.44874 13.85706 -2.18843
H 6.12763 12.92038 -1.44827
H 8.44303 11.64649 -1.93641
H 7.69265 11.42490 -0.33897
```

Mulliken atomic charge list, values in e, 99 entries: C -0.719; C 0.141; C 0.105; F -0.418; C 0.343; C -0.359; C -0.864; C -0.397; S -0.149; C 0.124; N -0.562; S 0.100; N -0.633; C 1.004; H 0.186; H 0.469; H -0.127; H -0.237; H 0.437; H 0.546; H 0.301; H 0.600; H 0.189; C -0.008; C -0.165; O -0.335; S 0.924; O -0.599; O -0.369; O -0.381; H -0.046; H 0.418; H 0.344; H 0.162; C -0.276; C -0.447; O -0.291; S 1.188; O -0.581; O -0.575; O -0.189; H 0.241; H 0.334; H 0.392; H 0.305; C -0.079; C -0.305; O -0.356; S 1.148; O -0.521; O -0.564; O -0.326; H 0.276; H 0.098; H 0.362; H 0.363; C -0.221; C -0.297; O -0.375; S 1.025; O -0.565; O -0.434; O -0.344; H 0.286; H 0.396; H 0.275; H 0.316; C -0.306; C -0.376; O -0.316; S 1.054; O -0.565; O -0.523; O -0.248; H 0.259; H 0.323; H 0.312; H 0.306; C -0.135; C -0.011; O -0.350; S 1.089; O -0.541; O -0.534; O -0.360; H 0.343; H 0.123; H 0.043; H 0.306; C 0.135; C -0.283; O -0.358; S 1.119; O -0.554; O -0.595; O -0.338; H 0.050; H 0.088; H 0.355

Entry from OMol25: a 2-piece molecular cluster, CH9N3 overall (wB97M-V/def2-TZVPD).

Summary:
- orbital gap (alpha / beta) (eV) = 2.54 / 9.52
- multiplicity = 2
- charge = -1
- strongest force on any atom (eV/Å) = 0.78
- ΔE to the lowest compared entry with this formula, charge and spin (kcal/mol) = 5.1
- ⟨S²⟩ = 0.75

The geometry in XYZ format:
```
13
CH9N3 wB97M-V/def2-TZVPD
N -0.42452 -3.65150 0.00340
H -1.40843 -3.38315 0.01077
H -0.14022 -3.59796 0.97882
H -0.46657 -4.64527 -0.22151
N 0.01514 0.40468 -0.81161
C 0.72976 1.40342 -0.00644
N -0.13519 2.35040 0.68629
H -0.54339 -0.09220 -0.11488
H -0.68130 0.86531 -1.39281
H 1.26415 0.82777 0.75578
H 1.49637 1.86486 -0.60229
H 0.20279 2.50845 1.63755
H -0.12341 3.27171 0.24874
```

Computed Mulliken charges, given in elementary charges: N -1.466; H 0.389; H 0.467; H 0.368; N -0.171; C -2.438; N -1.249; H 0.320; H 0.169; H 0.890; H 0.426; H 0.715; H 0.580